No. 1
Molecular formula: C14H15N3O2S2
Method: DFT, the ωB97M-V functional and the def2-TZVPD basis

Output
- SMILES string = Cc1ccc(S(=O)(=O)NNC(=S)Nc2ccccc2)cc1
- HOMO energy (eV) = -8.3722
- calculated total energy (Eh) = -1653.590924
- relative energy (zero: lowest compared OMol25 entry of this formula, charge and spin) (kJ/mol) = 54.5

Cartesian coordinates (Å):
C1 3.91 0.10 1.79
C2 3.01 -0.27 0.65
C3 2.08 0.64 0.16
C4 1.20 0.28 -0.84
C5 1.26 -1.00 -1.35
S1 0.03 -1.54 -2.52
O1 0.57 -2.38 -3.54
O2 -0.79 -0.43 -2.90
N1 -1.00 -2.56 -1.56
N2 -0.82 -2.54 -0.18
C6 -1.07 -1.39 0.53
S2 -0.40 -1.29 2.03
N3 -1.83 -0.48 -0.11
C7 -2.20 0.81 0.27
C8 -2.30 1.23 1.60
C9 -2.69 2.52 1.88
C10 -2.99 3.41 0.86
C11 -2.90 3.00 -0.46
C12 -2.51 1.70 -0.76
C13 2.20 -1.92 -0.91
C14 3.07 -1.55 0.10
H1 4.81 -0.51 1.80
H2 4.19 1.15 1.73
H3 3.38 -0.05 2.73
H4 2.03 1.63 0.59
H5 0.46 0.96 -1.22
H6 -1.03 -3.50 -1.93
H7 -0.04 -3.08 0.21
H8 -1.99 -0.68 -1.09
H9 -2.08 0.54 2.40
H10 -2.77 2.84 2.91
H11 -3.29 4.42 1.09
H12 -3.13 3.68 -1.26
H13 -2.42 1.38 -1.78
H14 2.23 -2.90 -1.35
H15 3.80 -2.26 0.46



No. 2
Molecular formula: C39H49CoFN2O7PS
Method: DFT, the ωB97M-V functional and the def2-TZVPD basis

Output
- HOMO energy (alpha / beta) (eV) = -5.1893 / -8.7567
- calculated total energy (Eh) = -4373.814048
- <S²> = 6.200
- spin multiplicity = 5
- relative energy (zero: lowest compared OMol25 entry of this formula, charge and spin) (kJ/mol) = 0.0

Cartesian coordinates (Å):
Co1 1.55 -1.39 0.50
C1 -3.72 0.35 -4.35
C2 -2.53 -0.44 -4.90
C3 -2.02 0.09 -6.24
C4 -1.40 1.47 -6.09
C5 -0.41 1.50 -4.96
C6 0.56 2.51 -4.93
C7 1.49 2.55 -3.89
F1 2.42 3.52 -3.88
C8 1.47 1.61 -2.88
C9 0.50 0.61 -2.90
C10 0.48 -0.40 -1.80
O1 1.34 -0.35 -0.93
C11 -0.58 -1.43 -1.84
C12 -1.44 -1.39 -2.86
N1 -1.44 -0.48 -3.91
C13 -0.47 0.54 -3.93
C14 -0.70 -2.49 -0.75
O2 -1.64 -3.33 -0.91
O3 0.13 -2.42 0.20
H1 -4.52 0.41 -5.10
H2 -3.44 1.37 -4.07
H3 -4.13 -0.13 -3.46
H4 -2.88 -1.47 -5.08
H5 -2.84 0.13 -6.97
H6 -1.27 -0.60 -6.64
H7 -2.17 2.23 -5.90
H8 -0.90 1.74 -7.03
H9 0.61 3.26 -5.71
H10 2.21 1.65 -2.08
H11 -2.25 -2.12 -2.91
O4 4.38 -2.81 0.96
C15 3.81 -3.05 -0.11
N2 2.63 -2.57 -0.52
S1 2.27 -3.14 -1.98
O5 1.19 -4.12 -2.04
O6 2.33 -2.18 -3.08
C16 3.70 -4.11 -2.21
C17 4.06 -4.90 -3.28
C18 5.28 -5.57 -3.18
C19 6.08 -5.43 -2.03
C20 5.67 -4.61 -0.97
C21 4.46 -3.96 -1.08
H12 3.41 -4.98 -4.15
H13 5.61 -6.20 -4.00
H14 7.03 -5.96 -1.97
H15 6.28 -4.49 -0.07
O7 0.53 -0.26 1.47
P1 -0.30 0.73 2.26
C22 0.68 2.26 2.43
C23 0.16 3.36 3.36
C24 0.50 4.78 2.89
C25 0.03 5.06 1.48
C26 0.30 3.93 0.49
C27 1.17 2.81 1.07
C28 -1.83 1.07 1.33
C29 -2.70 2.28 1.67
C30 -3.75 2.02 2.74
C31 -4.65 0.86 2.34
C32 -3.82 -0.39 2.08
C33 -2.71 -0.16 1.05
C34 -0.66 0.03 3.90
C35 -0.94 -1.49 3.88
C36 0.31 -2.38 3.82
C37 1.34 -2.01 4.87
C38 1.65 -0.52 4.84
C39 0.38 0.30 5.01
H16 1.60 1.88 2.90
H17 0.62 3.25 4.35
H18 -0.91 3.26 3.54
H19 1.59 4.92 2.94
H20 0.07 5.51 3.58
H21 0.50 5.98 1.12
H22 -1.05 5.27 1.49
H23 0.79 4.34 -0.40
H24 -0.65 3.51 0.14
H25 2.19 3.21 1.20
H26 1.26 2.00 0.34
H27 -1.39 1.31 0.35
H28 -3.23 2.58 0.75
H29 -2.11 3.14 1.94
H30 -4.37 2.92 2.87
H31 -3.28 1.82 3.70
H32 -5.22 1.12 1.44
H33 -5.38 0.66 3.14
H34 -4.48 -1.20 1.72
H35 -3.41 -0.73 3.03
H36 -3.20 -0.02 0.07
H37 -2.10 -1.06 0.95
H38 -1.58 0.53 4.22
H39 -1.57 -1.76 3.04
H40 -1.50 -1.75 4.79
H41 0.77 -2.31 2.83
H42 0.01 -3.42 3.95
H43 2.26 -2.59 4.71
H44 0.97 -2.29 5.86
H45 2.15 -0.26 3.90
H46 2.35 -0.28 5.65
H47 0.64 1.35 5.06
H48 -0.07 0.05 5.98
H49 1.81 -2.27 1.80



No. 3
Molecular formula: C3H6N2O2S
Method: DFT, the ωB97M-V functional and the def2-TZVPD basis

Output
- SMILES string = [H]/N=C(/N)SCC(=O)O
- HOMO energy (eV) = -9.7677
- calculated total energy (Eh) = -776.102334
- relative energy (zero: lowest compared OMol25 entry of this formula, charge and spin) (kJ/mol) = 99.3

Cartesian coordinates (Å):
H1 -0.64 0.26 2.73
N1 0.27 -0.20 2.56
C1 0.63 0.15 1.42
N2 1.79 -0.33 0.90
S1 -0.29 1.34 0.42
C2 0.01 0.73 -1.25
C3 -0.47 -0.70 -1.41
O1 0.20 -1.55 -1.91
O2 -1.76 -0.89 -1.00
H2 2.08 -1.16 1.36
H3 1.87 -0.52 -0.09
H4 1.08 0.75 -1.63
H5 -0.57 1.45 -1.90
H6 -2.04 -0.05 -0.59